155
Properties=species:S:1:pos:R:3 method="wB97M-V/def2-TZVPD" multiplicity=1 max_force_ev_per_a=0.58 relative_energy_ev=0.000 charge=+1
Sc -0.87 -0.06 0.55
C -4.06 1.23 2.73
Si -2.21 1.52 2.34
C -1.38 1.38 4.07
C -2.04 1.83 5.22
C -1.45 1.76 6.48
C -0.18 1.22 6.61
C 0.48 0.74 5.49
C -0.11 0.81 4.22
P 0.75 0.06 2.78
C 1.57 -1.40 3.53
C 2.56 -2.08 2.57
C 2.80 -3.55 2.96
C 2.67 -3.74 4.47
C 1.23 -3.47 4.92
C 0.54 -2.42 4.03
C 2.18 1.09 2.21
C 1.75 2.21 1.27
C 1.28 3.47 2.01
C 2.38 3.97 2.94
C 2.75 2.89 3.95
C 3.18 1.59 3.27
C -2.18 3.36 1.86
C -2.51 4.37 2.77
C -2.60 5.70 2.40
C -2.38 6.05 1.08
C -2.05 5.08 0.15
C -1.92 3.74 0.53
P -1.41 2.45 -0.67
C -0.05 3.22 -1.68
C -0.28 4.51 -2.50
C 0.79 4.68 -3.60
C 2.13 4.15 -3.12
C 2.05 2.63 -2.93
C 0.63 2.18 -2.57
C -2.97 2.12 -1.62
C -3.67 3.26 -2.35
C -5.04 2.82 -2.85
C -4.93 1.60 -3.76
C -4.19 0.46 -3.07
C -2.83 0.91 -2.55
H -4.49 2.07 3.30
H -4.21 0.32 3.32
H -4.65 1.14 1.81
H -3.04 2.24 5.14
H -1.99 2.11 7.35
H 0.29 1.15 7.58
H 1.47 0.32 5.62
H 2.14 -1.04 4.40
H 3.51 -1.55 2.60
H 2.20 -2.02 1.54
H 3.77 -3.88 2.60
H 2.06 -4.20 2.48
H 3.36 -3.06 4.97
H 2.97 -4.75 4.76
H 1.22 -3.12 5.95
H 0.64 -4.39 4.89
H -0.26 -1.93 4.58
H 0.09 -2.89 3.15
H 2.69 0.34 1.59
H 0.97 1.86 0.58
H 2.60 2.47 0.64
H 0.38 3.25 2.59
H 1.00 4.24 1.29
H 2.06 4.88 3.45
H 3.27 4.23 2.35
H 1.88 2.71 4.59
H 3.55 3.23 4.60
H 3.38 0.81 4.01
H 4.13 1.77 2.75
H -2.70 4.11 3.81
H -2.84 6.46 3.13
H -2.47 7.09 0.76
H -1.90 5.37 -0.88
H 0.65 3.47 -0.88
H -0.23 5.38 -1.84
H -1.27 4.51 -2.96
H 0.86 5.74 -3.87
H 0.49 4.15 -4.51
H 2.39 4.64 -2.17
H 2.93 4.41 -3.82
H 2.75 2.31 -2.15
H 2.36 2.13 -3.85
H 0.66 1.20 -2.08
H 0.04 2.06 -3.48
H -3.63 1.82 -0.79
H -3.06 3.56 -3.21
H -3.77 4.14 -1.70
H -5.53 3.64 -3.37
H -5.67 2.57 -1.99
H -4.37 1.88 -4.67
H -5.92 1.27 -4.09
H -4.07 -0.39 -3.74
H -4.80 0.11 -2.22
H -2.20 1.19 -3.40
H -2.31 0.08 -2.06
N 0.22 -0.75 -0.92
P 0.84 -2.00 -1.61
N 0.74 -1.90 -3.28
C 1.14 -3.00 -4.14
C 1.85 -2.47 -5.38
C 0.96 -1.46 -6.12
C 0.51 -0.36 -5.17
C -0.16 -0.96 -3.94
N 2.41 -2.24 -1.13
C 3.19 -3.46 -1.32
C 4.27 -3.32 -2.39
C 5.14 -2.09 -2.15
C 4.27 -0.85 -2.01
C 3.24 -1.06 -0.90
N 0.14 -3.50 -1.31
C -1.20 -3.68 -1.89
C -1.56 -5.16 -1.95
C -1.49 -5.77 -0.56
C -0.13 -5.50 0.08
C 0.20 -4.01 0.05
H 0.25 -3.57 -4.46
H 1.77 -3.69 -3.59
H 2.12 -3.30 -6.04
H 2.77 -1.97 -5.07
H 0.08 -1.99 -6.51
H 1.49 -1.05 -6.98
H -0.18 0.32 -5.67
H 1.37 0.23 -4.84
H -1.08 -1.48 -4.25
H -0.44 -0.20 -3.22
H 2.52 -4.29 -1.54
H 3.68 -3.69 -0.36
H 3.80 -3.24 -3.37
H 4.88 -4.23 -2.41
H 5.86 -1.97 -2.96
H 5.71 -2.23 -1.23
H 3.74 -0.65 -2.94
H 4.88 0.03 -1.78
H 2.59 -0.19 -0.78
H 3.78 -1.20 0.05
H -1.22 -3.24 -2.89
H -1.94 -3.14 -1.28
H -0.85 -5.66 -2.61
H -2.55 -5.28 -2.38
H -1.70 -6.84 -0.59
H -2.27 -5.32 0.07
H 0.64 -6.04 -0.47
H -0.11 -5.86 1.11
H 1.19 -3.84 0.44
H -0.51 -3.47 0.70
N -4.37 -2.43 0.99
C -3.31 -2.02 1.67
O -2.33 -1.51 1.10
C -3.33 -2.16 3.16
I -2.86 -4.16 3.72
H -4.36 -2.37 -0.02
H -5.14 -2.88 1.44
H -4.31 -1.94 3.58
H -2.58 -1.50 3.59



175
Properties=species:S:1:pos:R:3 method="wB97M-V/def2-TZVPD" multiplicity=1 max_force_ev_per_a=3.84 charge=+3
Sr 28.58 31.34 -5.68
Pb 36.50 30.01 -9.34
O 30.24 33.07 -9.27
H 29.35 33.02 -9.68
H 30.44 33.97 -8.95
H 30.48 32.38 -8.57
O 31.71 32.83 -4.03
H 31.01 33.47 -3.81
H 32.47 32.81 -3.42
H 31.30 31.92 -4.10
C 32.01 30.07 -8.89
C 33.35 29.75 -8.70
C 33.96 29.79 -7.35
O 35.20 29.56 -7.19
C 33.19 29.92 -6.23
C 31.80 30.21 -6.29
C 31.19 30.33 -7.77
O 30.01 30.75 -7.86
O 31.10 30.47 -5.30
O 34.04 29.55 -9.75
H 31.58 30.01 -9.88
H 33.62 29.72 -5.26
F 29.34 31.72 -3.31
C 35.49 28.96 -3.30
O 36.53 28.96 -2.38
C 36.93 27.70 -1.88
C 38.23 27.81 -1.05
N 38.09 28.99 -0.21
C 39.35 29.34 0.49
C 39.10 30.60 1.33
O 38.57 31.61 0.48
C 38.31 32.76 1.30
H 35.20 29.95 -3.67
H 34.67 28.52 -2.70
H 35.54 28.24 -4.13
H 37.06 27.01 -2.72
H 36.12 27.56 -1.15
H 39.06 27.71 -1.76
H 38.33 26.91 -0.43
H 37.53 28.70 0.59
H 40.08 29.58 -0.29
H 39.71 28.47 1.04
H 40.04 31.02 1.71
H 38.41 30.29 2.12
H 37.69 32.52 2.16
H 37.98 33.58 0.68
H 39.25 33.13 1.72
C 36.45 26.58 -8.53
O 36.52 27.55 -9.58
C 36.91 27.02 -10.88
C 36.06 27.76 -11.88
N 36.19 29.25 -11.98
C 37.48 29.65 -12.59
C 37.78 31.19 -12.43
O 37.83 31.46 -11.05
C 38.77 32.47 -10.69
H 35.66 25.86 -8.71
H 36.21 27.12 -7.61
H 37.36 25.99 -8.37
H 36.65 25.96 -10.93
H 37.99 27.14 -10.89
H 35.00 27.50 -11.79
H 36.29 27.47 -12.92
H 35.42 29.69 -12.48
H 37.46 29.46 -13.67
H 38.25 29.02 -12.16
H 37.00 31.75 -12.95
H 38.79 31.27 -12.82
H 39.72 31.96 -10.50
H 38.44 32.83 -9.71
H 38.87 33.26 -11.43
C 26.05 32.90 -3.83
O 26.52 31.64 -4.41
C 25.67 30.55 -4.13
C 25.91 29.72 -2.84
N 27.24 29.03 -2.84
C 27.40 28.16 -1.67
C 28.93 27.86 -1.36
O 29.78 28.92 -1.64
C 31.09 28.61 -1.96
H 26.60 33.72 -4.28
H 26.36 32.74 -2.80
H 24.96 32.92 -3.88
H 25.76 29.82 -4.95
H 24.63 30.90 -4.19
H 25.16 28.93 -2.90
H 25.80 30.28 -1.91
H 27.90 29.81 -2.83
H 26.88 27.21 -1.59
H 27.17 28.85 -0.85
H 29.16 26.88 -1.79
H 29.02 27.60 -0.30
H 31.48 27.82 -1.31
H 31.78 29.42 -1.68
H 31.32 28.38 -3.00
C 27.89 33.79 -14.73
O 29.09 33.69 -15.46
C 29.61 32.38 -15.60
C 30.06 31.80 -14.24
N 31.15 30.87 -14.40
C 31.44 29.97 -13.31
C 32.86 29.45 -13.38
O 33.85 30.49 -13.45
C 34.24 31.11 -14.68
H 28.01 33.46 -13.70
H 27.08 33.31 -15.29
H 27.46 34.80 -14.77
H 30.51 32.51 -16.21
H 28.91 31.75 -16.16
H 29.25 31.37 -13.66
H 30.33 32.69 -13.63
H 32.00 31.36 -14.60
H 30.75 29.13 -13.27
H 31.45 30.54 -12.36
H 33.04 28.89 -14.31
H 33.23 28.78 -12.60
H 35.32 31.27 -14.74
H 33.72 32.07 -14.63
H 33.92 30.62 -15.59
C 31.92 24.62 -6.98
C 33.09 24.34 -6.28
C 33.61 25.30 -5.41
C 32.90 26.47 -5.24
C 31.79 26.81 -6.00
C 31.29 25.86 -6.89
O 30.22 26.15 -7.71
O 34.81 25.08 -4.80
H 31.58 24.00 -7.80
H 33.67 23.44 -6.43
H 33.44 27.21 -4.67
H 31.33 27.76 -5.76
H 29.45 26.26 -7.11
H 35.07 24.16 -4.90
C 27.30 25.66 -6.63
C 27.76 26.66 -5.80
C 27.93 27.94 -6.30
C 27.69 28.26 -7.62
C 27.09 27.27 -8.41
C 26.84 25.98 -7.91
O 26.26 24.99 -8.64
O 28.43 28.91 -5.41
H 27.08 24.65 -6.31
H 27.86 26.42 -4.75
H 27.78 29.23 -8.10
H 26.86 27.52 -9.44
H 26.94 24.54 -9.16
H 28.29 28.60 -4.48
C 28.38 28.67 -11.17
C 27.39 29.65 -11.13
C 26.20 29.31 -11.76
C 25.90 28.03 -12.25
C 26.90 27.04 -12.11
C 28.13 27.36 -11.58
O 29.07 26.41 -11.36
O 25.20 30.27 -11.87
H 29.38 28.96 -10.86
H 27.54 30.65 -10.76
H 25.05 27.76 -12.85
H 26.66 26.03 -12.40
H 29.89 26.70 -10.92
H 25.39 30.93 -11.19
C 32.97 25.94 -9.93
C 33.68 24.77 -10.15
C 33.92 24.41 -11.49
C 33.34 25.10 -12.53
C 32.46 26.16 -12.28
C 32.37 26.62 -10.99
O 31.49 27.65 -10.71
O 34.80 23.38 -11.65
H 32.86 26.32 -8.92
H 34.14 24.19 -9.37
H 33.40 24.64 -13.51
H 31.84 26.55 -13.08
H 31.87 28.41 -10.28
H 34.95 23.08 -12.56



Number 1: E_HOMO -9.16 eV, DFT total energy -4832.1244 a.u.. Number 2: E_HOMO -12.62 eV, DFT total energy -4309.4504 a.u..